8 unconnected molecules or ions with the total composition C31H65O11P, computed with ωB97M-V/def2-TZVPD.

```
108
Properties=species:S:1:pos:R:3:lowdin_charge:R:1
H 1.99805 1.57386 -5.65721 0.104
H 2.21336 -4.41426 1.01474 0.104
C 1.65268 -5.34874 0.99311 -0.199
H 1.02815 -5.49641 0.11206 0.117
H 2.56063 0.04246 -6.22579 0.117
H -2.35351 -3.18556 1.91233 0.115
C -4.30661 0.44541 -1.43264 -0.234
H 2.29006 0.61662 2.84101 0.083
H -1.02255 1.29313 6.17477 0.108
H 2.23942 0.56507 -0.78599 0.100
H 2.48774 0.94503 -3.38154 0.097
H -1.47262 -0.58901 -0.18766 0.099
C -1.46303 1.43607 5.18803 -0.245
C 1.28710 0.04473 -0.88797 -0.184
H -0.60631 -1.23955 1.24513 0.105
H -3.35210 1.93500 -2.69392 0.096
H -2.41792 -1.44262 3.42331 0.097
P 1.00280 5.09363 -2.92195 0.477
H 2.08388 -1.82418 0.01462 0.106
C 1.06731 -1.43885 -4.34017 -0.213
H 3.19101 2.58741 -1.49552 0.070
O -4.07307 -0.94457 -1.30024 -0.156
O -0.09276 4.98050 -1.68783 -0.241
C -3.16477 -2.48101 1.72913 -0.226
H -3.95129 -1.88990 -3.07924 0.118
H 1.75169 -2.01347 -1.71908 0.104
H 1.99412 2.68059 1.70142 0.098
C 0.48266 0.28938 0.27872 -0.205
H 0.82554 0.41766 -1.80230 0.104
O 2.32539 -1.06956 -3.86804 -0.151
O -2.28390 2.59554 5.03653 -0.140
H -1.85260 3.84839 -1.68193 0.068
C -1.14905 2.38984 3.12928 -0.202
H 0.79567 -7.06889 3.70073 0.101
H -1.76278 0.28378 -2.33261 0.095
C -1.70015 3.45641 4.06187 -0.225
H -1.94642 1.84245 2.62663 0.108
C 3.35354 0.81194 2.97866 -0.216
C 2.74502 0.26468 -4.19335 -0.221
C -3.26075 -1.38556 -2.40330 -0.182
H -0.49629 2.81402 2.36634 0.089
C 2.84742 3.61002 -1.65142 -0.114
H -2.49028 3.96861 3.51282 0.103
C -0.78190 3.69844 -1.54327 -0.112
C -3.67216 0.89323 -2.71333 -0.204
O 0.11664 4.72795 -4.21892 -0.232
H 1.01557 -4.40418 2.85139 0.076
H 2.81097 -8.03909 2.50438 0.112
H 0.35261 -1.61767 -3.53685 0.103
H 1.65333 5.23055 -5.48395 0.082
H 3.83183 0.31618 -4.25883 0.128
H 0.51269 1.99598 4.41231 0.100
O 0.12779 -1.90551 -0.53741 -0.145
H -0.76817 3.30170 -0.52813 0.066
H -4.88880 -1.72667 4.38243 0.117
C 3.40275 2.28829 3.27717 -0.215
H 5.26595 0.64294 1.92905 0.112
H -4.94703 -3.08477 0.66381 0.111
O -5.27531 -2.79958 2.67793 -0.137
H -3.84707 0.89512 -0.55248 0.104
C 0.66295 4.77773 -5.53066 -0.118
H 1.34567 -8.05233 1.62051 0.114
C 0.88680 -5.34778 2.32118 -0.191
C -4.35961 -2.36001 3.67045 -0.217
C 4.19721 0.68547 1.71910 -0.174
H 0.02228 -0.34855 -5.98160 0.104
H -0.16490 -5.61189 2.21037 0.099
H -3.94901 -3.23850 4.16822 0.114
C -0.50086 -0.84505 0.23451 -0.167
O 2.03143 3.82622 -2.78078 -0.244
H -2.97951 -1.99990 0.76876 0.088
H 3.87415 -0.20641 1.18218 0.099
H 0.06557 5.46876 -6.12540 0.085
H -2.34502 -0.19708 -4.01846 0.107
H 1.10085 -2.27377 -5.04010 0.115
H 1.17991 0.39294 1.11011 0.096
H 3.68627 4.30335 -1.59028 0.096
C -4.43927 -3.27997 1.60836 -0.190
H 4.41753 2.58296 3.54456 0.116
C 1.52172 -6.50689 3.11326 -0.203
H -0.26987 0.52833 3.70234 0.092
C -2.55881 -0.12987 -2.95176 -0.159
H 0.71030 3.86175 -6.11959 0.076
H -0.03620 1.24149 0.16748 0.096
H -5.37691 0.65117 -1.44751 0.115
C 0.64155 -0.15866 -5.10494 -0.134
H -0.97353 4.16263 4.46360 0.111
C 2.09883 -7.37220 2.01837 -0.228
C 2.01564 0.51300 -5.40745 -0.183
H 2.14362 -6.02445 3.86731 0.101
H -2.11265 0.58106 5.00080 0.103
H 0.14162 0.43400 -4.33882 0.087
C 3.05142 2.79946 1.93823 -0.224
H -4.34933 0.88815 -3.56745 0.106
C -3.33169 -1.59628 2.84927 -0.207
O 1.62467 6.45027 -3.01281 -0.260
H -0.47822 3.02654 -2.34602 0.068
C -0.42535 1.52086 4.12519 -0.216
H 3.28326 3.86097 1.85144 0.115
O 2.57135 -6.43927 1.05673 -0.143
H 3.69383 0.22086 3.82891 0.098
H -2.43630 -2.03455 -2.10803 0.108
C 1.44906 -1.49631 -0.80854 -0.182
O 3.77144 1.90656 1.05085 -0.167
H 2.20156 3.78027 -0.79004 0.075
H -3.72398 -0.63154 2.52760 0.119
H 2.75823 2.62709 4.08828 0.102
H -4.25183 -4.35360 1.62547 0.108
```

Properties
- 2S+1: 2
- F_max: 0.0697 hartree/bohr
- Net charge: -1
- HOMO-LUMO gap (spin up / spin down): 1.6 / 9.6 eV
- Energy: -2389.01559 hartree

A molecular structure, C2H2Br6, computed with ωB97M-V/def2-TZVPD.

```
10
Properties=species:S:1:pos:R:3:lowdin_charge:R:1
Br 0.62944 -1.63562 4.22414 0.547
Br 0.40562 -1.44419 1.01076 0.549
H -1.03269 -0.50919 3.07810 -0.043
Br -0.03358 1.36844 -4.50524 0.535
Br -0.30394 1.80480 -1.44797 0.559
C -0.24391 0.43410 -2.76694 -1.638
H -1.17239 0.09561 -2.58741 -0.080
Br 1.14589 -0.71037 -2.40314 0.624
C -0.03153 -0.61507 2.69970 -1.593
Br 0.63710 1.21149 2.69799 0.540
```

Properties
- 2S+1: 1
- F_max: 0.0774 hartree/bohr
- HOMO-LUMO gap: 10.1 eV
- Energy: -15521.43855 hartree